No. 1
This record from the Open Molecules 2025 dataset describes a structure of composition C5H4CeO5 in a non-equilibrium geometry. The level of theory is ωB97M-V/def2-TZVPD.

CARTESIAN COORDINATES (ANGSTROEM)
Ce -0.2865 0.0494 -0.5004
O 2.7607 -0.9160 -2.0145
C 1.7179 -0.4865 -1.7635
C -2.0757 -1.5340 -0.2375
O -2.7564 -2.4215 0.0769
C -0.9520 2.3985 -0.4707
O -1.2136 3.5286 -0.3875
C -1.1807 0.1177 -2.7396
O -1.5907 0.1261 -3.8421
C 1.1181 0.2270 2.0571
O 0.7980 -1.1573 1.4367
H 1.7221 0.7864 1.3356
H 1.7095 -0.0244 2.9316
H 0.2446 0.8539 2.3131
H -0.0155 -1.5479 1.8050

Atoms 1-6, force components in eV/Å:
Ce 2.33 -0.07 3.89
O -4.97 2.12 1.03
C 7.06 -2.76 -2.30
C -5.63 -6.77 1.99
O 3.48 4.72 -1.72
C -2.08 8.58 0.57

Values from the calculation:
orbital gap (alpha / beta): 9.27 / 9.57 eV
LUMO energy (alpha / beta): -15.42 / -15.35 eV
⟨S²⟩: 0.75
total energy: -1042.9220 Eh
charge: +3
strongest force on any atom: 10.6 eV/A
2S+1: 2

Löwdin atomic charge list, values in e, 8 entries: number 1, Ce, carries 1.396; number 2, O, carries 0.298; number 3, C, carries 0.035; number 4, C, carries 0.030; number 5, O, carries 0.299; number 6, C, carries 0.035; number 7, O, carries 0.285; number 8, C, carries 0.017

=====

No. 2
This record from the Open Molecules 2025 dataset describes a structure of composition C5H4Cl2F9NaO9S3 in a non-equilibrium geometry. The level of theory is ωB97M-V/def2-TZVPD.

CARTESIAN COORDINATES (ANGSTROEM)
Na 7.2614 13.4057 20.4008
C 7.7609 6.9125 22.3693
F 8.8336 6.8414 23.1089
F 8.0845 6.9663 21.0599
F 6.9912 5.8073 22.4865
S 6.7433 8.4570 22.8283
O 7.4503 9.5838 22.2126
O 5.3582 8.2317 22.3370
O 6.7999 8.5828 24.3017
C 1.1493 14.4366 24.3876
F 0.4486 14.7240 23.2180
F 1.7701 15.5086 24.9827
F 0.3486 13.7982 25.2730
S 2.5078 13.1425 23.8793
O 3.0298 12.5346 25.1055
O 1.8990 12.1818 22.9535
O 3.5408 13.8847 23.0922
C 4.7428 9.0114 16.0269
F 5.5421 9.6275 15.1818
F 3.8690 8.2515 15.4135
F 5.4451 8.1920 16.8954
S 3.7021 10.2754 17.1144
O 2.7522 11.0010 16.2464
O 3.0037 9.5419 18.1511
O 4.6958 11.2252 17.6811
Cl 13.5301 9.9459 17.4512
C 12.4980 9.1114 18.6297
C 12.5404 9.7980 19.9690
Cl 11.8111 11.4867 19.9225
H 12.8238 8.0735 18.6976
H 11.4833 8.9605 18.2613
H 13.5409 9.9316 20.3805
H 11.9286 9.1908 20.6362

Atoms 1-6, force components in eV/Å:
Na -0.66 -0.73 0.19
C -2.74 1.25 -0.95
F 1.05 -0.63 0.35
F 0.60 -0.03 0.21
F 0.70 0.04 0.52
S -3.02 1.90 1.64

Values from the calculation:
orbital gap: 4.92 eV
energy relative to the best compared isomer or geometry (same formula, charge and spin): 96.2 kcal per mole
LUMO energy: 1.53 eV
total energy: -4046.2034 Eh
charge: -2
strongest force on any atom: 4.2 eV/A

Löwdin atomic charge list, values in e, 8 entries: number 1, Na, carries 0.931; number 2, C, carries -0.675; number 3, F, carries 0.137; number 4, F, carries 0.088; number 5, F, carries 0.094; number 6, S, carries 0.496; number 7, O, carries -0.397; number 8, O, carries -0.344

=====

No. 3
This record from the Open Molecules 2025 dataset describes the molecule C5H4Cl2O2 in a non-equilibrium geometry. The level of theory is ωB97M-V/def2-TZVPD.

CARTESIAN COORDINATES (ANGSTROEM)
C 1.9773 0.7608 -0.5419
O 0.6798 1.2778 -0.3630
C -0.2599 0.5046 0.0739
C -1.6400 0.6396 0.2041
Cl -2.7897 1.8334 -0.2145
C -1.8453 -0.7235 0.6188
O -2.7448 -1.4804 0.8907
C -0.3125 -0.9667 0.5735
Cl 0.1375 -2.2145 -0.6208
H 2.0277 -0.0006 0.1612
H 2.7222 1.6177 -0.6674
H 1.9898 0.1581 -1.6555
H 0.0577 -1.4064 1.5411

Atoms 1-6, force components in eV/Å:
C 0.36 -0.33 -5.14
O -0.79 1.43 -0.22
C -1.90 -1.31 0.84
C 0.92 0.62 -0.74
Cl 0.34 0.04 0.16
C -0.16 -1.06 0.39

Values from the calculation:
structure (SMILES): COC1=C(Cl)C(=O)[C@H]1Cl
orbital gap: 9.86 eV
energy relative to the best compared isomer or geometry (same formula, charge and spin): 39.8 kcal per mole
LUMO energy: 0.40 eV
total energy: -1263.7030 Eh
charge: 0
strongest force on any atom: 5.2 eV/A

Löwdin atomic charge list, values in e, 8 entries: number 1, C, carries -0.048; number 2, O, carries -0.032; number 3, C, carries -0.269; number 4, C, carries -0.561; number 5, Cl, carries 0.718; number 6, C, carries -0.471; number 7, O, carries 0.101; number 8, C, carries -0.521

=====

No. 4
This record from the Open Molecules 2025 dataset describes the molecule C5H4ClF in a non-equilibrium geometry. The level of theory is ωB97M-V/def2-TZVPD.

CARTESIAN COORDINATES (ANGSTROEM)
F -0.2536 2.0480 -0.0338
C 0.4115 0.7721 -0.2181
C -0.2378 -0.3659 -0.0919
Cl -1.9201 -0.4317 0.0644
C 0.6163 -1.4442 -0.1310
C 1.9268 -0.9557 0.1246
C 1.8285 0.4984 0.1719
H 0.2535 -2.5574 0.0006
H 2.9494 -1.4600 -0.0960
H 2.4919 0.5957 -0.8629
H 1.9575 1.3006 1.0340

Atoms 1-6, force components in eV/Å:
F 1.83 -2.72 -0.45
C -0.41 3.22 1.68
C -2.74 0.77 -0.83
Cl -0.92 -0.34 -0.06
C 3.42 -3.79 2.25
C -0.83 -2.65 -0.44

Values from the calculation:
structure (SMILES): FC1=C(Cl)C=CC1
orbital gap: 9.31 eV
energy relative to the best compared isomer or geometry (same formula, charge and spin): 50.6 kcal per mole
LUMO energy: 0.47 eV
total energy: -752.8656 Eh
charge: 0
strongest force on any atom: 5.6 eV/A

Löwdin atomic charge list, values in e, 8 entries: number 1, F, carries -0.033; number 2, C, carries -0.255; number 3, C, carries -0.747; number 4, Cl, carries 0.742; number 5, C, carries -0.102; number 6, C, carries -0.107; number 7, C, carries -0.162; number 8, H, carries 0.152

=====

No. 5
This record from the Open Molecules 2025 dataset describes the molecule C5H4F2S in a non-equilibrium geometry. The level of theory is ωB97M-V/def2-TZVPD.

CARTESIAN COORDINATES (ANGSTROEM)
C 1.3087 -2.0709 -0.5958
C 0.6660 -0.8716 -0.6299
C -0.3412 0.0012 -0.3475
C -0.2064 0.4850 1.0855
S 1.0700 2.0545 1.1571
C -1.4381 0.2499 -1.0998
F -2.1838 1.1279 -0.5523
F -1.9207 -0.4636 -2.0149
H 1.9710 -2.7789 -1.0148
H 0.1353 -0.1971 1.9101
H -1.1551 1.0194 1.6676
H 2.0944 1.4442 0.4347

Atoms 1-6, force components in eV/Å:
C -4.76 9.16 -0.60
C 5.66 -11.14 -0.79
C -1.04 0.78 1.45
C -0.83 3.95 2.61
S -0.41 -2.11 -0.65
C 3.41 -0.60 3.92

Values from the calculation:
structure (SMILES): C#CC(CS)=C(F)F
orbital gap: 8.72 eV
energy relative to the best compared isomer or geometry (same formula, charge and spin): 100.2 kcal per mole
LUMO energy: 0.07 eV
total energy: -790.6498 Eh
charge: 0
strongest force on any atom: 12.5 eV/A

Löwdin atomic charge list, values in e, 8 entries: number 1, C, carries 0.170; number 2, C, carries -0.097; number 3, C, carries -0.336; number 4, C, carries -0.381; number 5, S, carries 0.565; number 6, C, carries -0.394; number 7, F, carries 0.182; number 8, F, carries 0.248

=====

No. 6
This record from the Open Molecules 2025 dataset describes the molecule C5H4F3NO3 in a non-equilibrium geometry. The level of theory is ωB97M-V/def2-TZVPD.

CARTESIAN COORDINATES (ANGSTROEM)
O -2.7792 -1.3553 -0.2127
C -1.6855 -1.2739 0.2437
O -1.0676 -2.2951 0.8394
C -0.8307 -0.0208 0.1757
C -1.2049 1.1883 -0.2882
O -0.2571 2.0999 -0.1306
C 0.8416 1.4532 0.5040
N 0.5886 0.0578 0.4567
C 1.3512 -0.5410 -0.7874
F 2.6506 -0.2352 -0.5040
F 1.0715 -0.1014 -1.9988
F 1.2686 -1.8304 -0.7034
H -0.3606 -2.1284 1.5026
H -2.0712 1.5972 -0.6757
H 0.7836 1.7715 1.6595
H 1.7010 1.6135 -0.0807

Atoms 1-6, force components in eV/Å:
O -0.50 -0.14 -0.29
C 1.91 1.76 0.43
O 0.04 -1.34 0.96
C -1.36 -0.26 -0.54
C 0.99 -1.09 1.35
O 0.41 1.08 -0.75

Values from the calculation:
structure (SMILES): O=C(O)C1=COCN1C(F)(F)F
orbital gap: 9.87 eV
energy relative to the best compared isomer or geometry (same formula, charge and spin): 10.8 kcal per mole
LUMO energy: 0.58 eV
total energy: -772.9715 Eh
charge: 0
strongest force on any atom: 4.1 eV/A

Löwdin atomic charge list, values in e, 8 entries: number 1, O, carries 0.142; number 2, C, carries -0.499; number 3, O, carries 0.109; number 4, C, carries -0.117; number 5, C, carries -0.029; number 6, O, carries 0.000; number 7, C, carries -0.151; number 8, N, carries 0.049

=====

No. 7
This record from the Open Molecules 2025 dataset describes a structure of composition C5H4F3NO3S in a non-equilibrium geometry. The level of theory is ωB97M-V/def2-TZVPD.

CARTESIAN COORDINATES (ANGSTROEM)
C 1.9933 -0.1491 1.2481
C 1.0428 -1.0970 1.5646
C 1.3071 0.8738 0.6579
C -0.2011 -0.6300 1.0699
C -1.3793 -0.0266 -2.1358
N -0.0722 0.6084 0.6454
O -2.7300 1.4337 -0.3877
O 1.7848 2.1027 0.2226
O -1.3619 -1.2657 0.9804
F -0.1796 -0.3926 -2.6036
F -1.9902 -1.0577 -1.6886
F -2.0776 0.5296 -3.1193
S -1.4060 1.5032 -0.8766
H 2.9485 -0.3134 1.3366
H 1.2976 -1.9596 2.0886
H 2.4546 2.0416 -0.4684
H -1.4307 -2.2014 1.4660

Atoms 1-6, force components in eV/Å:
C -4.69 2.16 -1.30
C -2.78 0.18 -1.09
C 1.17 1.06 -0.51
C 2.42 -3.35 2.37
C 1.24 1.41 0.27
N -0.46 2.75 -2.86

Values from the calculation:
orbital gap (alpha / beta): 5.65 / 5.65 eV
energy relative to the best compared isomer or geometry (same formula, charge and spin): 13.7 kcal per mole
LUMO energy (alpha / beta): -1.33 / -1.33 eV
total energy: -1171.0485 Eh
charge: 0
strongest force on any atom: 5.3 eV/A

Löwdin atomic charge list, values in e, 8 entries: number 1, C, carries -0.044; number 2, C, carries -0.039; number 3, C, carries -0.377; number 4, C, carries -0.478; number 5, C, carries -0.769; number 6, N, carries 0.032; number 7, O, carries -0.423; number 8, O, carries 0.014

=====

No. 8
This record from the Open Molecules 2025 dataset describes the molecule C5H4FNO6S in a non-equilibrium geometry. The level of theory is ωB97M-V/def2-TZVPD.

CARTESIAN COORDINATES (ANGSTROEM)
C -1.2936 2.0138 -1.8925
C -0.5069 1.2123 -0.9164
C -0.5497 1.3414 0.4184
C 0.2530 0.4833 1.2697
O 0.1643 0.3198 2.4534
N 1.2442 -0.2058 0.5169
O 1.9579 -1.1298 1.1836
S 0.6128 -2.5385 1.3466
O -0.5546 -2.0161 0.7468
O 1.1628 -3.7965 1.0678
F 0.4059 -2.4721 2.9280
C 1.0176 -0.5751 -0.8063
O 1.4831 -1.5759 -1.2624
O 0.2651 0.2698 -1.5246
H -0.6956 2.8562 -2.2364
H -2.2029 2.3927 -1.4376
H -1.5326 1.4001 -2.7567
H -1.2309 2.0204 0.9015

Atoms 1-6, force components in eV/Å:
C 0.19 -0.13 -0.04
C -0.37 0.29 0.71
C -0.06 -0.08 -0.35
C 0.06 0.38 0.03
O 0.01 0.21 0.04
N 0.41 0.47 -0.01

Values from the calculation:
structure (SMILES): Cc1cc(=O)n(OS(=O)(=O)F)c(=O)o1
orbital gap: 9.71 eV
LUMO energy: -0.80 eV
total energy: -1197.1042 Eh
charge: 0
strongest force on any atom: 3.6 eV/A

Löwdin atomic charge list, values in e, 8 entries: number 1, C, carries 0.014; number 2, C, carries -0.262; number 3, C, carries 0.079; number 4, C, carries -0.424; number 5, O, carries 0.135; number 6, N, carries -0.052; number 7, O, carries -0.039; number 8, S, carries 0.795